C2H10N2S2 | ωB97M-V with the def2-TZVPD basis set

Output
**E_LUMO**: 0.02529 Ha
**SMILES string**: CSS.NCN
**Orbital gap**: 9.5 eV

Element x y z (Å)
1 C 1.45967 2.02575 0.82567
2 S 1.53206 2.43029 -0.95367
3 S -0.30387 2.70844 -1.71028
4 H 1.99409 1.08165 0.86280
5 H 0.44072 2.07766 1.18735
6 H 1.93423 2.83289 1.37549
7 H -0.96888 1.55456 -1.89162
8 N 0.14577 -2.36732 0.71345
9 C -0.27679 -1.54276 -0.42432
10 N -1.63638 -1.06319 -0.45447
11 H 0.00255 -1.85519 1.57269
12 H -0.41494 -3.20972 0.79030
13 H 0.28388 -0.59417 -0.34446
14 H 0.03109 -2.08321 -1.31097
15 H -2.40902 -1.71058 -0.39745
16 H -1.81417 -0.28511 0.15950

Forces on the atoms, in the same order (eV/Å):
-0.146 0.811 -0.585
0.613 -0.478 -0.199
-1.041 1.138 0.042
-0.331 -0.077 0.736
-0.270 -0.734 -0.093
0.556 -0.119 -0.021
0.593 -0.635 0.146
-0.087 0.033 -0.069
0.268 0.663 1.244
-0.602 0.156 -0.608
0.002 0.046 0.152
0.045 0.012 -0.135
0.285 -0.590 -0.352
-0.310 0.094 -0.371
0.300 -0.298 -0.018
0.124 -0.021 0.133



C2H10N3 | ωB97M-V with the def2-TZVPD basis set

Output
**E_LUMO**: -0.11725 Ha
**SMILES string**: NC[NH2+]CN
**Net charge**: +1
**Orbital gap**: 10.8 eV

Element x y z (Å)
1 N 1.60652 1.68571 0.11670
2 C 1.19331 0.56110 -0.69446
3 N -0.27927 -0.03929 -0.60505
4 C -0.56338 -0.77176 0.78551
5 N -1.89043 -1.38338 0.50543
6 H 2.56656 1.97367 0.42304
7 H 1.01987 2.49607 -0.15329
8 H 1.14183 0.88070 -1.76894
9 H 1.80455 -0.29839 -0.38716
10 H -0.43239 -0.71639 -1.36618
11 H -1.07417 0.50455 -0.79798
12 H 0.14529 -1.63751 0.79473
13 H -0.57970 0.07624 1.47872
14 H -2.60526 -1.58786 1.11657
15 H -1.82388 -2.26841 -0.00541

Forces on the atoms, in the same order (eV/Å):
-2.381 0.818 -0.033
0.678 0.900 -1.004
1.784 -1.552 2.195
-2.205 -1.392 -2.659
2.309 0.189 -2.212
-1.367 -1.310 -0.749
1.153 -0.415 0.491
0.761 -0.900 0.657
-0.066 0.192 -0.934
0.916 -0.222 0.328
-1.201 2.051 0.236
0.167 1.533 0.739
0.296 -0.919 0.358
-1.383 0.546 2.536
0.539 0.481 0.051



C2H10N3 | ωB97M-V with the def2-TZVPD basis set

Output
**E_LUMO**: -0.12820 Ha
**Net charge**: +1
**Orbital gap**: 9.7 eV

Element x y z (Å)
1 C -0.46795 -0.43983 -0.93438
2 C 0.82329 -0.74008 -0.76020
3 N 1.25228 -2.03054 -0.28031
4 N -0.95967 0.93233 -0.92893
5 H -1.19502 -1.23511 -1.04611
6 H 1.54870 0.05542 -0.95445
7 H 1.94539 -1.84892 0.43718
8 H 1.79039 -2.43963 -1.04507
9 H -1.87700 0.89997 -1.36641
10 H -0.36329 1.47402 -1.55111
11 N -0.49653 1.09296 1.72328
12 H -1.20173 0.49166 2.15511
13 H -0.37288 1.99383 2.17918
14 H 0.39147 0.59195 1.70877
15 H -0.81744 1.20198 0.66345

Forces on the atoms, in the same order (eV/Å):
0.635 -0.197 0.312
-0.738 0.462 0.415
0.208 0.558 -1.309
0.063 -1.140 -1.059
-0.217 0.106 0.580
0.140 -0.020 0.415
0.049 -0.187 0.129
-0.037 -0.422 0.250
-0.035 0.418 0.081
-0.076 0.359 0.173
-0.202 -0.262 -0.753
0.178 0.317 0.364
-0.266 -0.089 0.191
-0.059 -0.006 0.049
0.357 0.103 0.161



C2H10N3 | ωB97M-V with the def2-TZVPD basis set

Output
**E_LUMO**: -0.12762 Ha
**Net charge**: +1
**Orbital gap**: 10.7 eV

Element x y z (Å)
1 N 1.92429 -0.11432 -1.55767
2 H 1.62212 -0.98439 -1.98195
3 H 2.92264 -0.19369 -1.38736
4 H 1.77690 0.61354 -2.25120
5 H 1.21846 0.15515 -0.45076
6 C -2.04676 -0.74840 0.94784
7 N 0.53340 0.38428 0.60494
8 C -0.71264 1.07354 0.27217
9 N -1.85670 0.58794 0.38730
10 H -1.56640 -1.52004 0.33709
11 H -3.11025 -0.95198 0.98373
12 H -1.63024 -0.81375 1.95795
13 H 0.34804 -0.51198 1.04727
14 H 1.10611 0.95925 1.22212
15 H -0.52898 2.06484 -0.13147

Forces on the atoms, in the same order (eV/Å):
-0.173 0.086 0.058
-0.043 -0.155 -0.048
0.051 0.059 0.008
0.091 0.066 -0.058
0.038 -0.061 0.058
0.148 0.132 -0.069
0.227 -0.044 -0.240
-0.278 -0.085 0.010
0.333 0.045 -0.073
-0.096 0.038 -0.070
-0.004 -0.088 0.078
-0.147 0.014 0.046
0.033 0.037 0.208
-0.022 -0.089 0.068
-0.158 0.045 0.023



C2H10N3PbS | ωB97M-V with the def2-TZVPD basis set

Output
**E_LUMO**: -0.23768 Ha
**Net charge**: +1
**Orbital gap**: 5.0 eV

Element x y z (Å)
1 C 1.31557 -0.43869 -1.85434
2 Pb 0.00077 -0.17055 -0.11963
3 N -1.24765 0.47370 2.21880
4 N -0.47127 2.34825 -0.97877
5 H -0.51225 0.69274 2.88415
6 H -1.38353 -1.02856 -0.79207
7 H 1.35846 -1.53806 -1.89370
8 H 2.27932 0.02586 -1.61925
9 H 0.77950 0.01256 -2.69719
10 H -0.08893 3.03383 -0.33491
11 H -1.48743 2.33625 -1.05592
12 H 0.03012 2.24920 -1.86304
13 H -1.91029 1.22465 2.03830
14 H -1.65354 -0.45614 2.33447
15 S 1.48786 -4.53523 1.76982
16 C 1.04905 -3.10510 1.27950
17 N 0.73437 -1.97034 1.01986

Forces on the atoms, in the same order (eV/Å):
1.071 0.513 0.241
-0.732 -2.103 0.456
1.118 -0.320 -1.893
0.117 -1.400 0.649
-0.454 -0.060 0.138
-0.585 0.440 0.464
-0.026 0.457 0.105
-0.184 -0.302 -0.534
0.187 -0.099 0.284
-0.243 0.139 -0.523
0.485 0.515 -0.215
-0.412 0.559 0.385
0.097 -0.356 0.466
0.021 0.498 0.293
-0.021 -0.165 -0.216
-0.262 1.650 0.258
-0.175 0.033 -0.358



C2H10N4 | ωB97M-V with the def2-TZVPD basis set

Output
**E_LUMO**: 0.03841 Ha
**SMILES string**: CNN(C)NN
**Orbital gap**: 9.8 eV

Element x y z (Å)
1 C -1.68205 1.00359 -0.38276
2 N -0.49303 0.81139 0.42637
3 N 0.44863 -0.52251 0.46739
4 C -0.27106 -1.68940 -0.01073
5 N 1.45762 -0.18224 -0.39315
6 N 2.50388 0.53600 0.21757
7 H -2.54920 0.42890 -0.02822
8 H -1.47157 0.70755 -1.41289
9 H -1.95933 2.06174 -0.37969
10 H -0.70072 1.01198 1.40274
11 H 0.41310 -2.53732 0.03294
12 H -0.62865 -1.57941 -1.04062
13 H -1.11028 -1.87266 0.65782
14 H 1.05075 0.41612 -1.14243
15 H 2.83537 -0.01804 1.00255
16 H 2.15654 1.42430 0.58311

Forces on the atoms, in the same order (eV/Å):
-0.057 -1.220 -0.106
1.512 -0.683 1.545
-2.847 2.631 0.167
-0.052 0.074 -0.095
0.670 -0.256 -1.482
0.055 0.435 0.000
-0.043 0.009 -0.189
-0.120 0.112 -0.046
0.249 -0.090 0.052
0.115 -0.253 -0.267
-0.040 0.059 -0.026
-0.040 -0.060 -0.007
-0.035 -0.005 -0.046
0.798 -0.616 0.589
-0.056 0.044 -0.227
-0.109 -0.180 0.138



C2H10N4 | ωB97M-V with the def2-TZVPD basis set

Output
**E_LUMO (alpha / beta)**: -0.42520 / -0.40265 Ha
**Net charge**: +2
**Orbital gap (alpha / beta)**: 7.6 / 8.6 eV

Element x y z (Å)
1 C -0.96348 -0.15685 -0.57494
2 C 2.87797 -0.28108 0.29895
3 N -1.98441 0.33441 0.28393
4 N 0.23303 -0.34522 0.02490
5 N -3.29535 0.04814 0.02791
6 N 2.06020 0.74006 0.02142
7 H -1.12657 -1.07662 -1.06999
8 H -0.90265 0.60150 -1.49208
9 H 2.69872 -0.95090 1.19000
10 H 3.18659 -0.96648 -0.42071
11 H 3.64939 0.43864 0.49971
12 H -1.72504 0.62238 1.25061
13 H 0.31410 -0.27403 0.97453
14 H -3.62859 -0.36642 -0.82713
15 H -3.86988 0.47118 0.64367
16 H 2.47599 1.16128 -0.83079

Forces on the atoms, in the same order (eV/Å):
0.029 2.991 -2.070
-0.924 -2.770 3.005
-2.954 -0.965 0.076
2.911 0.522 -2.982
4.818 -0.420 -0.595
-1.316 0.244 -0.298
-1.074 -1.491 -0.662
0.247 -1.297 1.535
-0.259 1.324 -0.406
1.043 -0.596 -2.166
2.156 0.909 0.529
-0.713 -0.092 -0.829
-0.126 0.038 3.416
0.217 -0.108 -0.436
-2.906 1.558 2.384
-1.148 0.151 -0.501



C2H10N5O2 | ωB97M-V with the def2-TZVPD basis set

Output
**E_LUMO**: -0.11216 Ha
**SMILES string**: NO[C@H](N)N(O)C(N)=[NH2+]
**Net charge**: +1
**Orbital gap**: 10.0 eV

Element x y z (Å)
1 N -1.36261 -1.99182 -0.11410
2 O -1.76367 -0.63194 -0.44731
3 C -1.15499 0.51175 0.12642
4 N -1.93392 1.70876 -0.15838
5 N 0.17592 0.92098 -0.58182
6 O 0.57720 2.16450 -0.01686
7 C 1.61837 -0.16227 -0.30283
8 N 1.47751 -1.45421 -0.13017
9 N 2.64178 0.64268 -0.28073
10 H -2.16313 -2.36023 0.47032
11 H -1.55253 -2.42904 -1.07526
12 H -0.89528 0.39544 1.09444
13 H -2.06098 1.93927 -1.20092
14 H -2.85268 1.72611 0.23624
15 H -0.33479 2.61197 0.08429
16 H 2.25709 -1.92164 0.14340
17 H 0.59861 -1.83931 -0.33345
18 H 2.48767 1.62462 -0.34092
19 H 3.57417 0.22780 -0.62680

Forces on the atoms, in the same order (eV/Å):
-1.129 -0.265 -1.173
-0.326 0.741 -0.428
0.475 0.629 -3.953
0.234 -0.169 -1.738
1.977 -3.081 -0.044
-0.938 -0.064 0.117
-4.571 3.805 0.395
-0.175 4.048 -1.213
2.614 -3.255 -1.166
1.171 0.596 -0.609
0.389 0.575 1.768
0.106 -0.388 3.558
0.550 -1.006 1.951
-0.376 -0.189 0.572
1.257 -0.608 -0.080
2.464 -2.278 0.770
-1.715 -1.151 0.217
-0.260 0.851 -0.040
-1.747 1.209 1.095



C2H10N6 | ωB97M-V with the def2-TZVPD basis set

Output
**E_LUMO**: 0.02300 Ha
**SMILES string**: N=C(N)N.N=C(N)N
**Orbital gap**: 9.7 eV

Element x y z (Å)
1 N -0.33730 2.05043 1.51631
2 C -0.98654 1.70540 0.45873
3 N -2.05453 0.77662 0.38380
4 N -0.73837 2.28439 -0.78179
5 H -0.42969 1.30427 2.18634
6 H -1.97535 0.10904 1.15556
7 H -2.12537 0.30755 -0.52488
8 H -1.53641 2.52990 -1.31937
9 H -0.22918 3.17584 -0.66712
10 N 1.68200 -1.16307 1.16582
11 C 1.22644 -1.58693 0.02398
12 N 1.54006 -1.11278 -1.26208
13 N 0.22685 -2.52966 -0.07740
14 H 2.43245 -0.47579 0.88278
15 H 2.46541 -0.63032 -1.36248
16 H 1.45669 -1.77851 -2.01412
17 H -0.58532 -2.22482 -0.64298
18 H -0.03186 -2.74157 0.87892

Forces on the atoms, in the same order (eV/Å):
-0.175 -0.557 -1.622
-0.358 0.191 0.281
0.937 -0.449 0.251
1.066 1.630 0.556
-0.213 0.002 0.713
-0.334 0.229 -0.484
0.125 0.220 0.579
-1.009 -0.292 -0.389
0.044 -0.962 0.092
0.615 0.303 -2.425
0.396 1.266 -0.148
1.929 0.935 0.119
-1.039 -0.304 0.580
-0.791 -0.808 0.930
-1.457 -0.515 0.410
-0.210 -0.267 0.176
0.901 -0.314 0.538
-0.426 -0.307 -0.158



C2H10N6 | ωB97M-V with the def2-TZVPD basis set

Output
**E_LUMO (alpha / beta)**: -0.31940 / -0.32715 Ha
**Net charge**: +2
**Orbital gap (alpha / beta)**: 7.9 / 7.7 eV

Element x y z (Å)
1 C -1.36974 0.14715 0.53962
2 C -2.20067 -1.13632 -1.40975
3 N -1.96767 -0.28421 -0.44602
4 N 0.62854 0.57999 -0.18299
5 N -1.69049 0.84934 1.58758
6 N 0.57868 0.69345 -1.47188
7 N 1.33718 -0.53581 0.25546
8 N 2.43520 0.01000 1.11961
9 H -1.88909 -2.08017 -1.70482
10 H -2.70197 -0.64306 -2.21408
11 H -2.63084 0.66802 1.98500
12 H -0.87549 1.25311 2.21466
13 H 0.77768 -0.15982 -2.04870
14 H -0.09628 1.45411 -1.65480
15 H 1.72228 -1.11982 -0.46117
16 H 2.05225 0.84555 1.60776
17 H 3.28694 0.24616 0.43078
18 H 2.60346 -0.78769 1.85376

Forces on the atoms, in the same order (eV/Å):
1.521 1.571 -0.857
-0.182 4.301 0.228
-0.510 -3.054 -1.112
-0.703 -0.619 2.282
1.585 -0.035 2.262
-0.386 -0.391 -0.822
-0.218 1.553 1.572
1.000 -2.046 -1.236
0.709 -2.287 1.078
-0.527 0.209 -0.624
0.828 0.539 0.145
-2.684 -1.105 -1.646
-0.845 1.353 0.016
0.720 -0.744 -1.165
0.615 -0.381 -0.576
0.448 -0.367 -0.502
-1.707 -0.371 2.507
0.335 1.875 -1.550



C2H10N6O2 | ωB97M-V with the def2-TZVPD basis set

Output
**E_LUMO**: 0.02375 Ha
**Orbital gap**: 9.4 eV

Element x y z (Å)
1 N 0.63028 0.52105 0.77971
2 C -0.89242 0.62028 0.70079
3 N -1.21277 1.73201 -0.13205
4 O 1.13182 -0.10926 1.90455
5 N -1.64023 0.23965 1.68894
6 H 1.51737 -0.95064 1.45406
7 H 1.14250 1.33530 0.44104
8 H -1.15480 2.58636 0.41622
9 H -2.18246 1.63737 -0.42227
10 H -1.07017 -0.17156 2.42805
11 N -0.74540 -0.69324 -0.70879
12 C 0.93927 -0.57457 -0.61767
13 N 1.35543 0.29343 -1.62958
14 O -1.34282 -1.82755 -0.20392
15 N 1.60811 -1.58216 -0.16954
16 H -1.64596 -1.50801 0.69596
17 H -1.27046 -0.24882 -1.46142
18 H 0.63275 0.87542 -2.03546
19 H 1.97249 -0.13687 -2.30408
20 H 2.22745 -2.03820 -0.82452

Forces on the atoms, in the same order (eV/Å):
-0.358 -1.279 -0.664
0.765 -0.002 1.107
0.005 0.113 -0.617
0.096 0.254 -0.882
0.596 -0.113 -0.613
-0.098 0.264 0.120
0.036 0.244 0.788
-0.072 -0.092 0.049
0.077 0.075 0.100
-0.050 -0.235 -0.184
0.629 0.480 1.149
-1.417 -0.137 -0.006
-0.059 0.226 -0.228
0.218 0.646 -0.038
-0.756 0.238 0.343
-0.033 -0.122 -0.297
0.261 -0.731 -0.334
0.099 -0.134 -0.054
-0.095 0.086 0.059
0.155 0.219 0.202



C2H10N6O2 | ωB97M-V with the def2-TZVPD basis set

Output
**E_LUMO**: 0.02777 Ha
**Orbital gap**: 9.3 eV

Element x y z (Å)
1 C -1.46064 -1.25844 -0.59000
2 N -1.56731 1.36825 -0.34928
3 N -2.75174 -1.49644 -0.50786
4 O -1.66662 0.21625 0.52173
5 N -0.41615 -1.56934 -1.10762
6 H -2.27370 2.02530 -0.02007
7 H -0.65970 1.79879 -0.16346
8 H -3.06658 -0.70462 0.13773
9 H -3.17656 -2.11127 -1.18746
10 H 0.44625 -1.00301 -1.13406
11 C 1.59982 0.87656 0.86116
12 N 2.35928 -0.50042 -0.90008
13 N 1.02483 -0.19467 1.47873
14 O 2.63780 0.60103 -0.01308
15 N 1.33978 2.10912 1.00923
16 H 3.17246 -1.10646 -0.80796
17 H 2.41918 -0.08437 -1.82830
18 H 0.01411 -0.11977 1.64027
19 H 1.32420 -1.10814 1.17470
20 H 0.70128 2.26167 1.78567

Forces on the atoms, in the same order (eV/Å):
-0.234 2.705 0.993
0.057 -0.410 0.096
-0.104 0.260 0.788
0.912 -0.541 -1.041
0.537 -0.180 -0.348
0.103 -0.207 0.052
-0.168 -0.074 0.089
-0.553 -1.496 -1.271
-0.347 0.248 0.322
-0.502 -0.462 0.390
-0.190 0.160 -0.200
0.144 0.310 0.269
-0.167 -0.200 0.229
-0.050 -0.252 -0.177
0.117 -0.027 0.005
-0.109 0.054 0.011
0.091 0.079 0.107
0.525 0.060 -0.245
-0.065 0.100 -0.060
0.004 -0.125 -0.010



In the order shown, the computed largest force on an atom values come out to 1.5; 3.7; 1.6; 0.3; 2.3; 3.9; 4.9; 6.0; 2.5; 4.3; 1.5; 2.9 eV/Å.
In the order shown, the computed energy relative to the best compared isomer or geometry (same formula, charge and spin) values come out to 55.54; 249.80; 158.60; 136.65; 340.88; 360.33; 788.36; 181.53; 29.23; 554.32; 200.54; 124.75 kJ/mol.
In the order shown, the computed molar mass values come out to 126.3; 76.1; 76.1; 76.1; 315.4; 90.1; 90.1; 136.1; 118.1; 118.1; 150.1; 150.1 u.